Entry 1:
Computed, not measured: a single C18H8Cl6O6S molecule in a non-equilibrium geometry, with ωB97M-V/def2-TZVPD.

The geometry in XYZ format:
```
39
Properties=species:S:1:pos:R:3:forces:R:3:nbo_charge:R:1
O 1.514 -5.152 2.037 -2.3 0.8 0.8 -0.5309
C 0.317 -5.139 2.321 3.1 -0.2 -1.9 0.7329
O -0.479 -4.014 2.266 0.0 -1.9 0.3 -0.4859
C 0.009 -2.869 1.704 1.1 1.8 0.0 0.2789
C -0.234 -1.678 2.385 -0.1 0.1 0.0 -0.2269
C 0.243 -0.466 1.882 -0.1 1.0 0.3 -0.1900
C 0.929 -0.397 0.669 1.0 -0.6 -0.3 -0.2982
S 1.682 1.183 0.036 1.5 0.1 -0.7 2.1135
O 2.172 1.988 1.153 -1.5 -0.8 -0.8 -0.9157
O 2.703 0.906 -0.993 -2.1 -0.3 1.2 -0.9185
C 0.262 1.998 -0.793 -0.1 0.1 -0.1 -0.2992
C -0.203 1.608 -2.068 -0.2 0.3 0.6 -0.1717
C -1.279 2.274 -2.666 0.8 0.7 1.3 -0.2428
C -1.874 3.332 -1.960 0.9 -0.7 -0.9 0.3780
O -2.939 3.988 -2.547 -0.9 1.0 -0.8 -0.5171
C -2.733 4.814 -3.622 2.6 0.5 -1.3 0.7377
O -1.636 5.059 -4.100 -1.1 -0.8 1.3 -0.5396
C -3.875 5.462 -4.331 -3.0 0.0 1.2 -0.2133
Cl -3.607 6.142 -5.898 0.6 -0.4 0.5 0.0867
C -5.151 5.584 -3.813 1.5 0.1 -1.3 -0.0494
Cl -5.562 4.925 -2.289 -0.6 0.5 -0.4 0.1099
Cl -6.386 6.408 -4.770 0.5 -0.7 1.2 0.0675
C -1.423 3.706 -0.713 -0.9 0.8 0.7 -0.2621
C -0.352 3.063 -0.135 0.8 -0.8 0.3 -0.1843
C 1.228 -1.609 0.003 0.0 0.7 0.1 -0.1860
C 0.778 -2.815 0.548 -0.2 -0.3 -0.8 -0.1969
C -0.301 -6.473 2.517 -4.3 -1.2 2.0 -0.1938
Cl 0.496 -7.927 1.889 -0.4 1.6 0.5 0.0737
C -1.544 -6.660 3.187 2.2 0.0 -1.1 -0.0304
Cl -2.281 -8.260 3.383 0.7 1.6 -0.1 0.0733
Cl -2.419 -5.348 3.948 0.5 -1.1 -0.5 0.0873
H -0.780 -1.714 3.325 0.1 0.1 -0.2 0.2318
H 0.126 0.462 2.483 -0.1 -0.8 -0.5 0.2424
H 0.252 0.782 -2.580 0.3 -0.2 -0.2 0.2373
H -1.576 2.083 -3.677 -0.2 -0.3 -0.3 0.2339
H -1.937 4.476 -0.115 0.3 -0.3 -0.7 0.2347
H 0.044 3.374 0.832 -0.2 0.0 -0.2 0.2501
H 1.857 -1.601 -0.913 -0.6 0.0 0.8 0.2530
H 0.978 -3.737 0.021 0.2 0.0 0.0 0.2298
```
Positions in Å, forces in eV/Å.

Summary:
Structure (SMILES): O=C(Oc1ccc(S(=O)(=O)c2ccc(OC(=O)C(Cl)=C(Cl)Cl)cc2)cc1)C(Cl)=C(Cl)Cl
Total energy (Eh): -4301.409708
Energy relative to the best compared isomer or geometry (same formula, charge and spin) (kJ/mol): 28.8
Highest occupied orbital energy (Ha): -0.360
Frontier orbital gap (eV): 8.9

Entry 2:
Computed, not measured: a molecular structure, C18H9Cl5N2OPt in a non-equilibrium geometry, with ωB97M-V/def2-TZVPD.

The geometry in XYZ format:
```
36
Properties=species:S:1:pos:R:3:forces:R:3:nbo_charge:R:1
Pt 0.617 -0.648 0.000 -0.1 0.4 0.0 0.6998
Cl 6.109 3.950 0.000 0.2 0.1 0.0 0.0533
C 4.564 3.207 0.000 0.1 -0.3 0.0 -0.1409
C 4.461 1.814 0.000 0.1 0.4 0.0 -0.0423
Cl 5.873 0.835 0.000 0.0 -0.1 0.0 0.0577
C 3.207 1.234 0.000 -0.5 1.1 0.0 -0.2102
Cl 2.968 -0.469 0.000 0.1 -1.0 0.0 0.1674
C 2.018 1.994 0.000 1.2 0.3 0.0 0.4314
O 0.871 1.448 0.000 -1.0 -0.6 0.0 -0.7875
C 2.162 3.405 0.000 0.2 -0.3 0.0 -0.1649
Cl 0.737 4.352 0.000 -0.3 0.0 0.0 0.0495
C 3.411 3.997 0.000 0.0 -0.2 0.0 -0.0480
Cl 3.547 5.708 0.000 0.0 0.0 0.0 0.0673
C -4.262 2.282 0.000 0.3 -0.1 0.0 -0.1852
C -4.637 0.942 0.000 -0.2 0.3 0.0 -0.2191
C -3.695 -0.056 0.000 0.6 -0.2 0.0 -0.1847
C -2.315 0.252 0.000 -2.3 2.0 0.0 0.0593
C -1.953 1.613 0.000 0.4 -1.0 0.0 -0.1574
C -2.910 2.600 0.000 -0.7 0.1 0.0 -0.2143
N -1.402 -0.766 0.000 0.7 -4.7 0.0 -0.1999
N -1.916 -1.996 0.000 -0.2 3.9 0.0 -0.1321
C -1.022 -2.976 0.000 2.8 -1.1 0.0 0.0680
C -1.391 -4.337 0.000 -0.2 0.7 0.0 -0.1662
C -0.417 -5.303 0.000 0.3 -0.3 0.0 -0.2474
C 0.939 -4.960 0.000 -0.5 0.2 0.0 -0.1446
C 1.319 -3.627 0.000 0.2 0.1 0.0 -0.2687
C 0.378 -2.610 0.000 -1.2 0.3 0.0 -0.1581
H -5.007 3.064 0.000 -0.1 0.0 0.0 0.2152
H -5.683 0.681 0.000 -0.2 -0.1 0.0 0.2160
H -3.971 -1.098 0.000 -0.2 0.1 0.0 0.2364
H -0.918 1.895 0.000 0.1 0.0 0.0 0.2610
H -2.601 3.635 0.000 0.1 0.1 0.0 0.2169
H -2.437 -4.598 0.000 -0.2 0.0 0.0 0.2248
H -0.699 -6.346 0.000 0.0 -0.1 0.0 0.2198
H 1.684 -5.740 0.000 0.1 -0.1 0.0 0.2186
H 2.372 -3.380 0.000 0.1 0.0 0.0 0.2094
```
Positions in Å, forces in eV/Å.

Summary:
Total energy (Eh): -3296.326052
Energy relative to the best compared isomer or geometry (same formula, charge and spin) (kJ/mol): 48.2
Highest occupied orbital energy (Ha): -0.300
Frontier orbital gap (eV): 6.3

Entry 3:
Computed, not measured: a molecular structure, C19H10N5O4PtS4Sb in a non-equilibrium geometry, with ωB97M-V/def2-TZVPD.

The geometry in XYZ format:
```
44
Properties=species:S:1:pos:R:3:forces:R:3:mulliken_spin:R:1
Pt 0.072 0.051 -0.149 0.3 0.1 0.7 0.7749
S 2.844 2.964 2.176 0.1 -0.1 0.0 0.7761
Sb 2.508 2.463 -0.059 -1.0 -0.9 -0.3 0.0556
S 2.342 0.004 -0.426 0.3 1.1 -0.4 0.1915
S 0.052 2.349 -0.330 0.8 0.3 0.1 0.0822
S -5.251 -5.251 0.006 0.8 0.8 0.0 0.0869
N -5.357 -3.616 -0.002 0.0 0.1 0.0 0.0399
C -4.128 -3.118 -0.002 -0.8 -0.9 0.0 -0.0060
C -3.784 -1.731 -0.014 -0.3 1.0 -0.1 0.0802
C -4.719 -0.705 0.004 0.4 -0.7 0.1 -0.0367
C -4.277 0.607 0.008 0.2 0.4 0.0 0.1828
C -2.908 0.861 -0.041 -0.3 0.2 -0.1 -0.0800
N -2.003 -0.094 -0.102 0.3 0.2 0.1 0.1218
C -2.396 -1.401 -0.058 0.1 -1.1 0.0 0.1680
C -1.399 -2.400 -0.061 -1.1 0.1 0.0 0.1474
N -0.090 -2.012 -0.114 0.2 0.2 0.1 0.0934
C 0.865 -2.916 -0.047 0.2 -0.3 0.0 -0.0795
C 0.610 -4.284 0.009 0.4 0.2 0.0 0.1841
C -0.704 -4.723 0.003 -0.7 0.4 0.1 -0.0322
C -1.730 -3.788 -0.014 1.0 -0.2 -0.1 0.0733
C -3.117 -4.130 0.000 -0.9 -0.8 0.0 -0.0062
N -3.615 -5.359 0.005 0.1 0.0 0.0 0.0384
H -5.769 -0.957 0.028 -0.1 0.0 0.0 -0.0066
H -4.972 1.430 0.039 0.0 0.1 0.0 0.0161
H -2.534 1.878 -0.041 0.0 0.0 0.0 0.0021
H 1.882 -2.539 -0.043 0.0 0.0 0.0 0.0014
H 1.433 -4.979 0.041 0.1 0.0 0.0 0.0157
H -0.956 -5.772 0.025 0.0 -0.1 0.0 -0.0067
O 2.052 -0.176 2.419 0.2 0.0 0.6 0.0238
C 0.903 -0.105 2.835 0.8 -0.1 0.6 -0.0727
O -0.164 -0.106 2.167 -1.1 0.1 -1.4 0.1299
C 0.636 -0.038 4.339 0.0 0.0 -0.2 0.0468
C 1.657 -0.076 5.280 -0.3 0.0 -0.1 -0.0105
C 1.344 -0.058 6.632 0.1 0.0 0.0 0.0062
C 0.031 0.003 7.058 -0.4 0.0 0.0 -0.0014
C -0.986 0.058 6.106 1.7 -0.1 -0.5 0.0014
C -0.684 0.040 4.751 -0.4 0.0 0.4 -0.0029
N -2.351 0.118 6.519 -1.5 0.0 0.4 0.0001
O -2.584 0.120 7.724 0.0 0.0 -0.5 0.0001
O -3.221 0.157 5.657 0.4 0.0 0.5 0.0002
H 2.683 -0.116 4.944 0.1 0.0 -0.1 -0.0014
H 2.135 -0.099 7.364 0.1 0.0 0.1 0.0000
H -0.228 0.007 8.106 0.0 0.0 0.0 -0.0002
H -1.477 0.081 4.019 0.1 0.0 0.0 0.0026
```
Positions in Å, forces in eV/Å.

Summary:
Spin multiplicity: 4
Total charge: -1
Total energy (Eh): -3257.185740
Energy relative to the best compared isomer or geometry (same formula, charge and spin) (kJ/mol): 38.7
Highest occupied orbital energy (alpha / beta) (Ha): -0.106 / -0.190
Frontier orbital gap (alpha / beta) (eV): 4.6 / 5.4